241
Properties=species:S:1:pos:R:3 method="wB97M-V/def2-TZVPD" charge=+3 orbital_gap_ev=7.478
C -6.5865 -5.3034 -3.4272
C -5.8369 -6.6260 -3.1821
C -4.5030 -6.3483 -2.3831
N -3.4021 -7.3831 -2.3073
C -3.9427 -8.6742 -1.7496
C -2.2884 -6.8884 -1.3594
C -0.9533 -7.3933 -1.9318
C -1.1967 -8.0940 -3.2307
C -2.6199 -7.6745 -3.6410
H -6.4622 -4.7578 -4.3625
H -6.4300 -4.6349 -2.5806
H -7.6582 -5.4460 -3.2886
H -5.7705 -7.1786 -4.1192
H -6.5070 -7.1639 -2.5114
H -4.7803 -6.2459 -1.3339
H -3.9766 -5.4205 -2.6073
H -4.2872 -8.6550 -0.7156
H -3.0795 -9.3313 -1.6439
H -4.6758 -9.0694 -2.4528
H -2.4490 -7.3883 -0.4043
H -2.4381 -5.8258 -1.1679
H -0.4539 -8.0805 -1.2488
H -0.2592 -6.5557 -1.9999
H -1.1716 -9.1625 -3.0168
H -0.4243 -7.8829 -3.9703
H -3.2308 -8.3668 -4.2205
H -2.5554 -6.7153 -4.1546
C 1.6499 -4.1086 -2.2834
C 1.4449 -4.3635 -0.7809
C 2.4531 -3.7256 0.1878
N 2.0269 -3.8442 1.6776
C 0.6749 -3.1466 1.9890
C 3.0340 -3.3705 2.7035
C 3.0541 -4.3329 3.9807
C 1.9069 -5.3260 3.7084
C 2.0077 -5.3165 2.1466
H 1.3129 -3.1211 -2.5987
H 1.0107 -4.8678 -2.7341
H 2.6675 -4.2458 -2.6493
H 1.3166 -5.4284 -0.5874
H 0.4611 -3.9506 -0.5580
H 2.4363 -2.6381 0.1173
H 3.4910 -3.9908 -0.0134
H -0.0497 -3.8664 1.6081
H 0.5276 -2.0928 1.7524
H 0.5048 -3.2353 3.0620
H 2.7282 -2.3363 2.8617
H 4.0131 -3.2734 2.2342
H 2.9320 -3.8412 4.9457
H 4.0318 -4.8143 4.0019
H 0.9648 -4.9223 4.0793
H 2.1258 -6.2465 4.2496
H 1.2260 -5.8754 1.6321
H 2.9160 -5.7834 1.7657
C 0.4406 3.7994 2.0433
C -0.9349 4.0007 2.5429
C -0.8274 3.9074 4.0827
N -2.1542 4.2695 4.8670
C -3.4499 3.8908 4.1589
C -2.2215 5.8126 5.1943
C -1.2007 6.1170 6.2786
C -1.1262 4.7382 7.0344
C -2.0442 3.7761 6.3323
H 0.4440 3.8432 0.9541
H 0.8173 2.8200 2.3383
H 1.2174 4.4501 2.4449
H -1.5309 3.1484 2.2166
H -1.4511 4.8737 2.1434
H -0.0391 4.6094 4.3542
H -0.6005 2.8913 4.4055
H -4.3464 4.1454 4.7242
H -3.4493 2.8214 3.9483
H -3.4293 4.3913 3.1908
H -3.2140 6.0152 5.5969
H -2.2227 6.3113 4.2251
H -1.5908 6.8323 7.0027
H -0.2369 6.5159 5.9624
H -1.3051 4.8133 8.1070
H -0.0635 4.4996 6.9927
H -3.0256 3.7798 6.8065
H -1.7194 2.7441 6.4646
C 2.0584 -0.9577 5.9422
C 2.9552 0.1215 5.4292
C 3.3646 0.9527 6.5845
N 3.9703 2.2697 6.0672
C 5.0594 2.0453 5.0474
C 4.5629 3.1538 7.2386
C 4.4156 4.6070 6.7675
C 3.4479 4.6476 5.5594
C 2.9240 3.2411 5.3921
H 2.5719 -1.6226 6.6366
H 1.6198 -1.6649 5.2382
H 1.2721 -0.5001 6.5425
H 2.3675 0.6774 4.6986
H 3.7491 -0.4199 4.9148
H 4.1897 0.4886 7.1249
H 2.5984 1.2894 7.2828
H 5.4477 3.0195 4.7502
H 4.7169 1.4918 4.1731
H 5.8830 1.4435 5.4317
H 5.4563 2.6000 7.5276
H 3.9583 3.0800 8.1425
H 5.4543 4.8928 6.6019
H 4.1160 5.3125 7.5425
H 3.8840 4.9661 4.6125
H 2.6606 5.3232 5.8938
H 2.7692 2.8412 4.3900
H 1.9929 3.2077 5.9579
C 1.0053 4.6374 -2.9344
C 1.9796 5.4918 -2.1683
C 2.9406 4.5246 -1.4182
N 3.9247 5.1697 -0.4574
C 4.6893 3.9992 0.1475
C 3.2284 5.9950 0.6222
C 3.7887 7.4241 0.5818
C 5.1648 7.2813 -0.2123
C 4.8925 6.1365 -1.1570
H 1.4204 3.7808 -3.4654
H 0.4517 5.1900 -3.6935
H 0.3111 4.1438 -2.2543
H 1.3971 6.0320 -1.4220
H 2.5585 6.1960 -2.7658
H 3.4803 3.9417 -2.1646
H 2.3108 3.8418 -0.8480
H 4.1058 3.2155 0.6306
H 5.1375 4.5622 0.9662
H 5.3591 3.6232 -0.6259
H 3.5029 5.5715 1.5883
H 2.1427 5.9011 0.5967
H 3.9023 8.0632 1.4575
H 3.0010 7.9050 0.0018
H 6.0553 7.2576 0.4159
H 5.1172 8.2654 -0.6785
H 5.8226 5.6757 -1.4896
H 4.4176 6.6285 -2.0059
C 3.6324 0.4575 -5.7624
C 3.7597 -0.0672 -4.3723
C 5.2038 0.0356 -3.7696
N 5.3796 -0.2860 -2.2550
C 4.6525 0.8037 -1.5123
C 6.8650 -0.3643 -1.9302
C 7.2572 -1.7851 -2.2807
C 5.9871 -2.6095 -2.2263
C 4.9591 -1.6478 -1.7458
H 2.6313 0.4254 -6.1923
H 4.4080 0.1021 -6.4408
H 3.8538 1.5246 -5.7422
H 3.4484 -1.1116 -4.3902
H 3.0068 0.4631 -3.7892
H 5.6779 0.9746 -4.0550
H 5.9035 -0.6151 -4.2943
H 3.5867 0.6621 -1.6914
H 5.0203 1.7960 -1.7737
H 4.7349 0.7921 -0.4255
H 6.9557 -0.2321 -0.8520
H 7.5177 0.3454 -2.4387
H 7.9626 -2.2081 -1.5654
H 7.7054 -1.7111 -3.2715
H 5.9876 -3.4262 -1.5045
H 5.7102 -3.0693 -3.1749
H 4.9640 -1.4475 -0.6744
H 3.9401 -1.9151 -2.0254
C -2.5014 -2.5537 4.2284
C -3.6882 -1.6831 3.7060
C -3.3091 -0.9747 2.3463
N -4.5253 -0.6869 1.3683
C -5.6004 0.1852 2.0446
C -5.1471 -2.0376 0.8981
C -5.8550 -1.6768 -0.4562
C -5.0262 -0.5403 -1.0334
C -4.0130 -0.1343 0.0066
H -2.7964 -3.0447 5.1557
H -1.5081 -2.1490 4.4220
H -2.4104 -3.4839 3.6674
H -3.8453 -0.8737 4.4190
H -4.6916 -2.0960 3.6017
H -2.5989 -1.5014 1.7089
H -2.8648 0.0196 2.3914
H -5.0623 0.9639 2.5852
H -6.1488 -0.4570 2.7339
H -6.2289 0.6535 1.2871
H -5.7219 -2.3976 1.7514
H -4.3041 -2.7033 0.7128
H -6.7995 -1.2537 -0.1140
H -6.0263 -2.5898 -1.0265
H -5.5835 0.3462 -1.3361
H -4.4270 -0.9805 -1.8304
H -3.8343 0.9194 0.2206
H -3.0885 -0.6434 -0.2660
C -0.5552 -0.6075 -8.0754
C -1.6902 -0.0327 -7.2686
C -1.3516 1.4631 -6.9081
N -2.4027 2.1465 -5.9734
C -3.6832 2.5559 -6.7934
C -1.7578 3.3830 -5.3077
C -2.6102 3.5785 -4.0888
C -2.9275 2.1425 -3.5675
C -2.6460 1.1984 -4.7784
H 0.3503 -0.4270 -7.4961
H -0.4758 -0.1300 -9.0521
H -0.7237 -1.6666 -8.2701
H -1.8619 -0.7580 -6.4732
H -2.6126 -0.0450 -7.8492
H -1.3691 2.1560 -7.7493
H -0.4249 1.5848 -6.3473
H -4.2665 1.6696 -7.0431
H -3.3339 3.1042 -7.6683
H -4.1141 3.3049 -6.1291
H -1.7515 4.3087 -5.8833
H -0.7354 3.1771 -4.9908
H -3.5137 4.1376 -4.3322
H -2.0152 4.0234 -3.2913
H -3.9915 2.0035 -3.3759
H -2.2615 1.8431 -2.7583
H -3.5282 0.6154 -5.0433
H -1.8136 0.5213 -4.5871
As 0.4283 -0.0213 -0.9849
F 1.8610 -0.6603 -1.9696
F 1.1940 1.6211 -1.0065
F -0.8394 0.6151 0.1146
F -0.3992 -1.6575 -0.9539
F 1.4206 -0.5129 0.4337
F -0.4155 0.5063 -2.4835
As -5.8672 -1.6088 -5.1149
F -4.3054 -1.9881 -4.3208
F -6.8370 -2.3815 -3.7592
F -7.4334 -1.3190 -6.0184
F -4.8941 -0.7090 -6.3760
F -5.7293 -3.2306 -5.9170
F -6.1509 -0.0029 -4.2334
B -4.5508 3.7746 -0.1789
F -5.3651 2.6916 -0.5483
F -3.7126 3.3711 0.8643
F -3.9229 4.2588 -1.3611
F -5.4009 4.7639 0.2643
B -3.0046 -5.8198 1.7127
F -4.2699 -6.2961 1.1849
F -2.1117 -6.9033 1.8553
F -2.4687 -4.7617 1.0281
F -3.2391 -5.4194 3.0549
Cl 5.7363 -0.5235 2.1406